Entry 1:
DFT (the ωB97M-V functional and the def2-TZVPD basis) results for one molecule with the formula C4H5N3 at a distorted geometry.

```
12
Properties=species:S:1:pos:R:3:forces:R:3:nbo_charge:R:1
C -1.449 -0.128 0.431 -0.04 0.02 0.11 -0.417
N -0.378 -0.210 -0.608 -0.06 -0.06 -0.16 -0.464
C 0.981 0.124 -0.128 0.06 0.04 0.03 -0.384
C 1.909 -0.917 -0.139 0.55 -0.66 -0.02 0.229
N 2.633 -1.833 -0.181 -0.66 0.79 0.04 -0.370
C 1.142 1.443 0.301 0.05 0.83 0.25 0.235
N 1.177 2.560 0.638 -0.05 -0.99 -0.30 -0.371
H -1.220 -0.864 1.202 -0.03 0.10 -0.11 0.233
H -2.423 -0.320 -0.026 0.14 0.02 0.06 0.211
H -1.413 0.875 0.858 -0.02 -0.14 -0.06 0.242
H -0.636 0.395 -1.395 0.05 -0.06 0.10 0.417
H -0.336 -1.161 -0.985 0.02 0.13 0.06 0.438
```
Positions in Å, forces in eV/Å.

Calculated values
- energy relative to the best compared isomer or geometry (same formula, charge and spin) (kcal per mole) = 67.6
- highest occupied orbital energy (eV) = -8.1
- Kohn-Sham gap (eV) = 7.923

---

Entry 2:
DFT (the ωB97M-V functional and the def2-TZVPD basis) results for C4H5N3O as an isolated structure at a distorted geometry.

```
13
Properties=species:S:1:pos:R:3:forces:R:3:nbo_charge:R:1
C -1.202 -0.211 0.283 -2.11 -1.39 2.31 0.058
C -0.690 1.218 0.163 -2.70 2.42 -0.44 -0.219
C 2.183 -0.459 -0.195 6.76 2.84 -0.52 0.166
C 0.216 -0.594 0.067 0.33 -3.07 -0.08 0.295
H -1.731 -1.740 -0.821 -2.90 5.06 0.52 0.477
H -1.606 -0.497 1.249 0.33 0.30 0.68 0.182
H -0.593 1.726 1.217 -0.08 -0.67 -2.33 0.225
H -1.345 1.789 -0.646 1.72 -0.68 1.84 0.227
H 3.282 -0.666 -0.062 -1.21 0.08 -0.72 0.192
N 0.510 0.574 -0.302 2.18 5.44 -1.43 -0.158
N 1.854 0.833 -0.493 -1.92 -2.67 1.07 -0.294
N 1.332 -1.344 0.153 -3.48 -2.18 0.86 -0.480
O -2.208 -0.629 -0.613 3.09 -5.47 -1.75 -0.671
```
Positions in Å, forces in eV/Å.

Calculated values
- energy relative to the best compared isomer or geometry (same formula, charge and spin) (kcal per mole) = 119.9
- highest occupied orbital energy (eV) = -10.1
- Kohn-Sham gap (eV) = 10.353

---

Entry 3:
DFT (the ωB97M-V functional and the def2-TZVPD basis) results for C4H5N3O as an isolated structure at a distorted geometry.

```
13
Properties=species:S:1:pos:R:3:forces:R:3:nbo_charge:R:1
C 0.267 0.699 0.956 3.33 -1.69 -2.14 0.133
C 0.277 -0.681 0.384 -0.37 4.33 0.84 -0.146
C -1.859 -0.775 -0.495 -0.23 -1.02 -3.83 0.542
C 1.154 -0.676 -0.867 6.12 1.78 -6.10 0.224
H 1.349 2.642 0.754 0.26 -5.45 -0.43 0.374
H 1.929 1.260 -0.211 1.16 -1.16 -2.23 0.417
H -0.357 1.384 1.639 0.49 -2.28 -0.97 0.256
H -1.105 -2.232 0.658 -0.23 0.17 0.24 0.412
H -1.141 -0.050 -1.311 -2.57 -1.22 2.31 0.106
N 1.410 1.354 0.591 -2.47 8.01 3.97 -0.739
N -1.035 -1.230 0.515 0.92 -0.37 -1.04 -0.651
N 2.035 -0.400 -1.813 -8.03 -2.69 8.58 -0.368
O -2.924 -1.295 -0.799 1.64 1.59 0.80 -0.560
```
Positions in Å, forces in eV/Å.

Calculated values
- energy relative to the best compared isomer or geometry (same formula, charge and spin) (kcal per mole) = 146.3
- highest occupied orbital energy (eV) = -9.1
- Kohn-Sham gap (eV) = 8.679

---

Entry 4:
DFT (the ωB97M-V functional and the def2-TZVPD basis) results for C4H5N3O as an isolated structure at a distorted geometry.

```
13
Properties=species:S:1:pos:R:3:forces:R:3:nbo_charge:R:1
C -1.030 -0.064 -0.468 1.01 -0.78 -0.08 -0.022
C -0.121 -1.013 -0.081 1.84 -0.15 0.60 -0.266
C 0.760 -2.135 0.533 -1.07 2.24 0.75 -0.026
C 1.032 -0.264 0.211 -1.43 1.02 -0.38 0.428
H -1.091 2.743 0.498 0.24 0.36 -0.61 0.368
H -0.555 2.889 -1.113 1.01 1.42 -0.93 0.365
H -1.896 -0.183 -1.089 -0.61 0.52 0.48 0.233
H 0.484 -2.322 1.552 -0.21 -0.46 0.40 0.202
H 0.931 -2.966 -0.033 0.84 -2.21 -1.40 0.193
N -1.004 2.353 -0.439 -0.78 -2.23 1.50 -0.635
N -0.355 1.115 -0.314 -1.03 1.40 -0.66 -0.051
N 0.939 1.025 0.136 -0.40 0.35 -0.11 -0.317
O 1.907 -1.176 0.606 0.59 -1.50 0.42 -0.471
```
Positions in Å, forces in eV/Å.

Calculated values
- energy relative to the best compared isomer or geometry (same formula, charge and spin) (kcal per mole) = 119.4
- highest occupied orbital energy (eV) = -8.7
- Kohn-Sham gap (eV) = 9.562

---

Entry 5:
DFT (the ωB97M-V functional and the def2-TZVPD basis) results for one molecule with the formula C4H5N3O at a distorted geometry.

```
13
Properties=species:S:1:pos:R:3:forces:R:3:nbo_charge:R:1
H -0.414 2.729 0.072 1.18 -1.45 -0.62 0.376
N 0.285 1.959 -0.170 -0.79 0.38 0.95 -0.750
C -0.269 0.827 -0.033 -1.42 -0.78 -0.25 0.658
O -1.657 0.645 0.149 1.13 0.39 0.20 -0.474
C -1.926 -0.704 0.144 -1.63 -0.64 -1.39 0.047
C -0.817 -1.395 -0.126 -0.90 -0.17 0.91 -0.089
N 0.231 -0.507 -0.133 1.23 2.51 -0.26 -0.268
N 1.516 -0.941 -0.046 2.62 1.25 0.73 -0.225
C 2.542 -0.118 0.152 -2.59 -2.69 -0.40 -0.135
H -3.011 -0.988 0.018 1.63 0.37 0.58 0.222
H -0.666 -2.450 -0.187 0.15 -0.24 -0.15 0.242
H 3.502 -0.621 0.337 -0.56 0.27 -0.35 0.194
H 2.437 0.939 0.191 -0.06 0.79 0.04 0.203
```
Positions in Å, forces in eV/Å.

Calculated values
- energy relative to the best compared isomer or geometry (same formula, charge and spin) (kcal per mole) = 77.0
- highest occupied orbital energy (eV) = -8.2
- SMILES = [H]/N=c1\occn1N=C
- Kohn-Sham gap (eV) = 9.160

---

Entry 6:
DFT (the ωB97M-V functional and the def2-TZVPD basis) results for C4H5N3O as an isolated structure at a distorted geometry.

```
13
Properties=species:S:1:pos:R:3:forces:R:3:nbo_charge:R:1
C -1.028 -0.767 -0.140 -6.23 -2.21 2.42 0.480
C -1.273 0.639 -0.504 2.92 1.70 -1.07 -0.378
C -0.096 1.337 -0.083 -1.60 1.17 1.62 0.025
C 1.230 -0.734 0.059 4.81 5.34 0.39 0.711
H -2.993 -1.089 0.642 2.56 -0.05 -1.53 0.374
H -2.352 1.081 -1.187 4.08 -1.54 2.65 0.297
H -0.213 2.467 0.056 0.83 -1.64 -0.45 0.220
H 1.924 0.998 1.133 -2.33 0.19 -1.66 0.447
H 3.230 -0.564 -0.568 -2.35 -0.60 1.40 0.388
N -2.013 -1.469 0.380 1.11 0.68 -0.06 -0.675
N 1.038 0.673 0.624 -1.74 -1.84 -1.96 -0.705
N 2.351 -1.125 -0.332 1.85 -0.53 -1.08 -0.748
O 0.195 -1.448 -0.079 -3.92 -0.67 -0.65 -0.436
```
Positions in Å, forces in eV/Å.

Calculated values
- energy relative to the best compared isomer or geometry (same formula, charge and spin) (kcal per mole) = 123.8
- highest occupied orbital energy (eV) = -8.8
- Kohn-Sham gap (eV) = 9.200

---

Entry 7:
DFT (the ωB97M-V functional and the def2-TZVPD basis) results for a 2-piece molecular cluster, C4H5N3O overall at a distorted geometry.

```
13
Properties=species:S:1:pos:R:3:forces:R:3:nbo_charge:R:1
C -0.148 2.066 -0.194 -0.38 -2.06 0.80 0.223
C 1.959 -0.281 -0.749 0.39 -0.10 -0.74 0.180
C -0.524 0.721 0.091 3.08 -1.46 -1.51 -0.057
C 1.149 -0.478 0.319 -3.05 2.83 1.61 -0.010
N 0.072 3.172 -0.153 0.72 2.72 -0.41 -0.261
N 2.736 -0.009 -1.526 1.75 0.55 -2.11 -0.284
N -1.448 0.185 -0.757 -0.87 -0.89 -0.21 -0.805
O 1.684 -0.047 1.524 0.66 -0.30 0.06 -0.681
H -0.579 0.536 1.097 -0.88 -0.06 2.49 0.218
H 0.600 -1.361 0.364 -0.70 -1.61 0.19 0.191
H -1.506 -0.821 -0.821 -0.17 0.26 -0.01 0.391
H -1.707 0.697 -1.571 0.13 0.03 -0.42 0.400
H 2.651 0.031 1.407 -0.65 0.12 0.26 0.495
```
Positions in Å, forces in eV/Å.

Calculated values
- energy relative to the best compared isomer or geometry (same formula, charge and spin) (kcal per mole) = 93.3
- highest occupied orbital energy (eV) = -8.8
- Kohn-Sham gap (eV) = 8.975

---

Entry 8:
DFT (the ωB97M-V functional and the def2-TZVPD basis) results for one molecule with the formula C4H5N3O at a distorted geometry.

```
13
Properties=species:S:1:pos:R:3:forces:R:3:nbo_charge:R:1
H 2.907 -1.814 0.177 -1.02 -0.72 0.05 0.374
N 2.510 -0.893 0.217 -3.03 1.90 -1.12 -0.667
C 1.271 -0.525 -0.038 2.23 -0.69 1.21 0.368
C -0.103 -1.079 -0.221 2.86 -2.18 -1.25 -0.498
C -1.187 -0.211 -0.088 0.57 -3.92 -0.87 0.432
C -2.643 -0.631 0.087 2.07 -2.91 4.35 -0.639
O -0.973 1.003 0.104 -2.44 2.86 0.60 -0.489
N 0.439 1.726 -0.119 -3.45 4.01 -0.15 0.237
N 1.287 1.013 -0.044 4.96 -4.66 -0.19 -0.077
H 0.059 -2.234 -0.619 -1.46 3.19 1.32 0.255
H -2.687 -0.160 1.285 -0.74 -1.87 -3.28 0.245
H -2.811 -1.882 0.003 0.65 3.71 0.58 0.232
H -3.361 -0.172 -0.494 -1.20 1.28 -1.25 0.228
```
Positions in Å, forces in eV/Å.

Calculated values
- energy relative to the best compared isomer or geometry (same formula, charge and spin) (kcal per mole) = 147.9
- highest occupied orbital energy (eV) = -8.8
- SMILES = [H]/N=c1\cc(C)onn1
- Kohn-Sham gap (eV) = 9.106

---

Entry 9:
DFT (the ωB97M-V functional and the def2-TZVPD basis) results for one molecule with the formula C4H5N3O at a distorted geometry.

```
13
Properties=species:S:1:pos:R:3:forces:R:3:nbo_charge:R:1
O 1.503 -1.834 1.281 -1.25 0.57 2.35 -0.592
C 0.560 -1.095 1.672 2.49 -1.48 -1.54 0.340
C -0.060 -0.436 0.601 -4.39 3.44 -0.02 -0.066
C -1.121 0.481 0.490 0.97 0.99 1.02 0.083
N -1.283 1.120 -0.777 0.78 -1.44 1.99 -0.488
N -0.074 1.316 -1.543 -1.50 0.38 0.00 -0.338
C 0.668 0.290 -1.454 0.27 3.13 -3.17 0.257
N 0.529 -0.658 -0.596 0.89 -3.76 -0.66 -0.610
H 0.316 -0.860 2.688 -0.22 -0.29 0.84 0.157
H -1.685 0.884 1.416 0.79 -0.85 -1.75 0.217
H -1.877 1.912 -0.903 -0.29 0.19 0.52 0.397
H 1.346 0.297 -2.291 1.08 -0.61 0.40 0.205
H 1.178 -1.419 -0.585 0.37 -0.27 0.01 0.439
```
Positions in Å, forces in eV/Å.

Calculated values
- energy relative to the best compared isomer or geometry (same formula, charge and spin) (kcal per mole) = 84.3
- highest occupied orbital energy (eV) = -7.6
- SMILES = O=CC1=CNN=CN1
- Kohn-Sham gap (eV) = 7.346

---

Entry 10:
DFT (the ωB97M-V functional and the def2-TZVPD basis) results for C4H5N3O as an isolated structure at a distorted geometry.

```
13
Properties=species:S:1:pos:R:3:forces:R:3:nbo_charge:R:1
C 0.118 0.972 -1.690 0.50 4.05 -4.58 -0.666
C 0.439 0.236 -0.488 -3.64 1.04 -1.16 0.573
C 1.107 0.126 1.594 -1.47 0.88 1.02 0.339
C -0.679 -1.148 1.099 -1.76 -4.28 -3.39 0.631
H -0.695 2.011 -1.286 2.84 -3.39 -1.44 0.277
H -0.579 0.423 -2.927 2.45 1.40 4.37 0.263
H 1.281 1.368 -1.923 -3.53 -0.34 -0.32 0.250
H 1.575 0.795 2.313 0.52 -0.98 0.50 0.193
H -1.981 -2.019 0.155 -0.72 -0.25 -1.42 0.342
N 1.258 0.629 0.358 4.11 0.69 0.71 -0.560
N 0.225 -0.749 1.982 0.86 0.57 1.53 -0.507
N -1.487 -2.205 0.988 2.83 3.58 2.93 -0.654
O -0.584 -0.439 -0.175 -2.99 -2.97 1.26 -0.480
```
Positions in Å, forces in eV/Å.

Calculated values
- energy relative to the best compared isomer or geometry (same formula, charge and spin) (kcal per mole) = 134.8
- highest occupied orbital energy (eV) = -9.5
- Kohn-Sham gap (eV) = 8.757